153
Properties=species:S:1:pos:R:3:forces:R:3 method="wB97M-V/def2-TZVPD" total_charge=0 e_tot_ev=-67968.4060 gap_ev=8.713 homo_ev=-8.14
C -18.362 15.922 -25.987 1.127 0.335 -0.964
C -19.875 15.984 -26.005 -0.210 0.910 1.160
C -20.402 15.076 -24.926 -0.221 -1.080 0.990
C -20.279 17.424 -25.671 -0.097 0.793 0.141
C -21.769 17.727 -25.897 1.038 0.012 0.607
C -22.080 17.391 -27.320 -1.315 1.569 -0.183
C -21.745 15.978 -27.730 0.013 -0.127 0.399
C -22.754 15.004 -27.089 -0.412 -0.404 -0.419
C -21.808 15.999 -29.239 0.218 -0.987 -0.651
N -20.346 15.728 -27.335 0.349 -0.110 -1.327
O -19.981 14.385 -27.698 -0.205 0.085 -0.072
H -17.931 16.725 -26.608 -0.302 -0.140 0.044
H -17.926 16.078 -25.001 -0.247 -0.246 0.146
H -17.966 14.995 -26.423 -0.152 0.017 0.484
H -19.897 15.309 -23.980 -0.041 -0.027 -0.168
H -21.469 15.157 -24.720 -0.028 0.163 -0.212
H -20.207 14.015 -25.131 0.046 0.209 -0.108
H -19.977 17.699 -24.651 -0.043 -0.370 -0.092
H -19.708 18.108 -26.318 -0.126 -0.200 -0.019
H -22.416 17.179 -25.209 0.092 -0.016 0.086
H -21.905 18.793 -25.701 -0.248 -0.060 -0.043
H -21.631 18.152 -27.974 0.512 -0.405 0.042
H -23.152 17.618 -27.487 0.169 -0.639 -0.052
H -22.309 14.050 -26.798 0.116 0.094 -0.021
H -23.557 14.743 -27.792 0.162 0.136 0.064
H -23.241 15.429 -26.211 0.117 -0.005 0.077
H -21.084 16.726 -29.600 -0.060 0.098 -0.151
H -22.811 16.238 -29.587 -0.028 0.239 0.088
H -21.560 15.032 -29.694 0.012 0.065 0.208
H -19.110 14.493 -28.104 -0.304 -0.043 -0.082
C -27.441 11.019 -29.323 -0.735 -0.068 -1.815
C -28.611 10.047 -29.086 0.883 0.304 -0.203
C -28.817 9.180 -30.319 -0.751 -0.408 -0.472
C -28.240 9.225 -27.870 0.419 -1.011 0.668
C -29.415 8.446 -27.317 0.329 -0.778 -0.536
C -30.446 9.439 -26.922 -0.793 0.357 0.629
C -30.951 10.289 -28.078 0.694 -0.029 -0.211
C -31.813 9.437 -28.973 -1.732 0.577 -1.671
C -31.738 11.440 -27.504 -0.682 0.881 -0.409
N -29.775 10.826 -28.763 -0.084 1.735 0.596
O -30.132 11.695 -29.858 -0.078 -0.488 0.341
H -26.513 10.482 -29.518 0.154 -0.077 0.659
H -27.631 11.527 -30.294 -0.124 -0.026 0.582
H -27.384 11.772 -28.550 0.329 -0.039 0.277
H -29.205 9.783 -31.148 0.376 0.096 0.074
H -27.920 8.644 -30.635 0.037 0.116 0.054
H -29.619 8.448 -30.160 0.347 -0.064 0.105
H -27.437 8.538 -28.162 -0.007 0.132 0.000
H -27.854 9.823 -27.036 0.092 0.347 -0.363
H -29.753 7.757 -28.101 -0.217 0.034 0.243
H -29.160 7.822 -26.459 0.265 0.040 -0.020
H -30.004 10.104 -26.171 -0.073 0.012 0.046
H -31.330 8.976 -26.471 0.090 -0.027 0.052
H -32.890 9.502 -28.725 0.533 -0.452 0.529
H -31.490 8.409 -29.068 -0.087 -0.176 0.160
H -31.879 9.854 -30.001 0.575 -0.111 0.418
H -31.183 12.122 -26.859 0.304 -0.483 0.259
H -32.599 11.030 -26.973 -0.029 0.208 0.090
H -32.100 12.113 -28.294 -0.215 -0.417 -0.020
H -30.052 12.590 -29.492 0.094 -0.327 0.018
C -27.328 11.610 -33.319 -0.403 -0.709 0.578
C -26.060 12.359 -33.695 -0.343 0.245 -0.686
C -25.105 11.414 -34.361 1.439 -1.189 -0.717
C -26.369 13.416 -34.741 -0.394 0.178 -0.709
C -26.969 14.679 -34.181 -0.455 0.041 -0.302
C -25.999 15.228 -33.180 0.077 1.013 0.095
C -25.738 14.277 -32.020 -0.198 -0.163 -0.657
C -24.592 14.822 -31.185 0.126 1.601 0.487
C -26.978 14.210 -31.187 -1.439 -0.048 1.383
N -25.370 12.990 -32.588 0.618 1.045 -1.671
O -25.012 12.060 -31.672 -0.202 -1.526 1.845
H -27.110 10.801 -32.601 -0.116 0.223 -0.055
H -28.093 12.248 -32.883 -0.062 0.022 0.011
H -27.776 11.081 -34.165 0.190 0.236 -0.108
H -25.475 11.069 -35.337 -0.150 0.178 0.214
H -24.149 11.921 -34.550 -0.248 0.065 0.012
H -24.817 10.500 -33.819 -0.444 0.335 0.228
H -25.446 13.679 -35.268 0.057 0.028 0.149
H -27.031 13.012 -35.515 0.071 -0.241 0.183
H -27.161 15.358 -35.016 0.145 0.221 0.161
H -27.948 14.521 -33.718 0.024 -0.203 -0.054
H -26.375 16.146 -32.714 0.054 0.031 -0.186
H -25.073 15.492 -33.701 0.107 -0.134 0.186
H -24.821 14.891 -30.113 0.218 -0.730 -0.125
H -24.460 15.902 -31.396 -0.036 -0.390 -0.305
H -23.634 14.362 -31.393 0.052 -0.335 0.138
H -27.895 13.924 -31.710 0.266 0.023 -0.219
H -27.213 15.182 -30.727 0.248 -0.189 0.003
H -26.895 13.478 -30.369 0.095 0.316 -0.123
H -25.831 11.565 -31.432 0.616 0.297 0.154
C -22.298 10.741 -25.564 -1.047 3.273 2.563
C -21.868 9.872 -26.617 1.112 -1.055 -0.689
C -20.697 9.069 -26.155 1.454 -0.518 1.544
C -22.991 8.962 -26.920 -0.834 -2.165 -0.663
C -22.892 8.258 -28.284 -0.140 0.234 0.137
C -22.652 9.303 -29.341 -0.810 0.008 -0.001
C -21.432 10.138 -29.081 0.880 -0.339 0.165
C -20.152 9.340 -29.350 0.165 -0.025 0.044
C -21.517 11.281 -30.028 -0.223 1.675 -0.768
N -21.533 10.683 -27.731 -0.121 2.021 -1.214
O -20.404 11.544 -27.391 -0.705 -0.463 -0.730
H -23.043 11.469 -25.935 0.082 -0.348 -0.026
H -22.768 10.250 -24.709 0.239 -0.257 -0.054
H -21.480 11.380 -25.204 -0.086 -0.322 0.136
H -19.817 9.722 -26.107 0.020 -0.333 -0.363
H -20.815 8.748 -25.105 -0.257 -0.016 -0.342
H -20.515 8.165 -26.728 0.192 0.062 -0.261
H -22.876 8.186 -26.150 -0.650 0.129 -0.004
H -23.962 9.441 -26.813 -0.057 0.160 -0.058
H -22.079 7.528 -28.278 -0.138 -0.099 0.002
H -23.827 7.751 -28.532 0.087 -0.240 0.250
H -23.499 9.996 -29.331 -0.205 -0.023 -0.024
H -22.613 8.903 -30.356 0.165 -0.140 0.054
H -19.924 9.331 -30.419 -0.020 -0.008 0.062
H -20.261 8.311 -29.022 0.113 -0.146 0.038
H -19.313 9.786 -28.814 -0.003 0.021 -0.093
H -21.880 10.984 -31.018 0.453 -0.139 0.023
H -20.571 11.827 -30.106 -0.097 -0.067 -0.162
H -22.279 12.006 -29.693 0.328 -0.157 0.046
H -20.678 12.441 -27.674 0.094 -0.479 0.300
C -29.856 17.181 -26.046 -0.940 0.439 -0.635
C -28.615 16.947 -25.208 -0.499 0.425 -0.064
C -27.815 18.205 -25.061 0.451 1.344 0.132
C -28.978 16.485 -23.833 -0.067 -0.381 1.650
C -29.493 15.049 -23.818 -0.780 0.552 0.061
C -28.388 14.181 -24.321 -0.327 -0.825 0.725
C -28.027 14.546 -25.728 0.638 0.052 -0.294
C -26.730 13.852 -26.046 1.116 0.381 -0.065
C -29.073 14.097 -26.711 -0.403 -0.435 -0.857
N -27.722 15.976 -25.757 1.150 -0.356 -0.152
O -27.401 16.383 -27.084 0.127 -0.168 -0.255
H -30.715 17.482 -25.436 0.170 0.009 0.041
H -29.704 17.980 -26.779 0.082 -0.120 0.033
H -30.167 16.303 -26.609 0.065 0.053 0.082
H -28.367 19.009 -24.558 -0.094 -0.266 0.049
H -26.928 17.976 -24.465 0.026 0.143 -0.061
H -27.503 18.628 -26.018 0.014 -0.232 0.010
H -28.069 16.519 -23.206 -0.142 -0.124 -0.192
H -29.649 17.201 -23.343 -0.161 -0.130 -0.341
H -29.859 14.742 -22.837 0.167 0.085 0.077
H -30.349 14.930 -24.502 0.040 0.226 0.277
H -28.704 13.131 -24.278 0.187 0.024 -0.183
H -27.508 14.274 -23.682 0.057 0.058 0.047
H -26.835 12.772 -26.011 0.064 -0.139 -0.260
H -25.964 14.152 -25.319 -0.192 -0.148 0.087
H -26.328 14.205 -26.998 -0.170 -0.598 -0.223
H -28.930 13.030 -26.925 -0.280 0.066 0.176
H -28.951 14.604 -27.674 0.025 0.097 0.120
H -30.085 14.280 -26.354 -0.053 -0.202 -0.111
H -26.435 16.361 -27.101 -0.205 0.101 0.011
O -24.852 12.617 -28.692 0.454 0.017 -0.434
H -23.932 12.326 -28.865 -0.785 0.218 0.144
H -25.195 12.886 -29.568 0.517 -0.373 0.533